(1)
Formula: C6H12BrNO2
Source: the Open Molecules 2025 dataset
Level of theory: ωB97M-V/def2-TZVPD

XYZ file:
```
22
Properties=species:S:1:pos:R:3:forces:R:3
O 2.993 -1.642 -1.360 -0.463 -0.964 -0.519
C 2.454 -1.287 -0.339 1.915 0.528 -0.637
C 1.480 -2.086 0.510 -1.176 2.476 -0.273
C 0.253 -1.149 0.778 1.156 -0.302 -1.335
C -0.397 -0.789 -0.547 1.233 -0.888 -2.901
C -0.878 0.614 -0.568 -1.377 0.799 3.691
C 0.194 1.675 -0.399 0.351 -0.737 1.843
O 0.476 1.906 1.025 0.393 -1.347 -0.236
N 2.874 -0.069 0.195 -1.800 -1.029 1.425
Br 4.178 0.931 -0.607 -0.437 -0.041 0.246
H 1.994 -2.228 1.420 0.488 -0.796 1.189
H 1.129 -2.975 0.040 0.322 -0.696 -0.444
H -0.535 -1.655 1.292 -0.058 -0.074 1.306
H 0.640 -0.224 1.209 -0.763 -0.423 0.694
H -1.235 -1.490 -0.739 0.514 0.315 -0.182
H 0.387 -0.905 -1.416 -1.497 -0.045 1.359
H -1.528 0.991 -1.297 -0.757 -0.328 -1.915
H -1.610 0.641 0.343 1.286 0.505 -1.093
H 1.086 1.372 -0.962 0.075 0.258 0.316
H -0.158 2.594 -0.722 -0.655 1.702 -1.227
H 0.561 2.817 1.299 0.013 0.355 -0.593
H 2.279 0.258 0.974 1.237 0.731 -0.713
```
Forces are in eV/Å.

Output
2S+1: 1
Structure (SMILES): O=C(CCCCCO)NBr
Net charge: 0
Molar mass: 210.071 g/mol
E_HOMO: -9.3 eV
E_LUMO: 0.0182 Ha
Frontier orbital gap: 9.8338 eV
Relative energy (zero: lowest compared OMol25 entry of this formula, charge and spin): 99.7 kJ/mol

***

(2)
Formula: C6H12BrNO2
Source: the Open Molecules 2025 dataset
Level of theory: ωB97M-V/def2-TZVPD

XYZ file:
```
22
Properties=species:S:1:pos:R:3:forces:R:3
C -0.503 -2.650 -2.125 -2.363 -3.347 1.890
C -0.319 -1.322 -1.559 0.003 2.291 0.764
C -1.035 -1.127 -0.261 -0.805 0.038 0.271
C -0.966 0.283 0.232 -2.695 2.180 -1.267
C 0.419 0.744 0.644 0.189 -1.417 1.752
C 0.351 2.226 0.985 0.010 -1.686 1.040
O -0.584 2.952 0.753 0.943 -0.084 -0.213
N 1.301 2.542 1.970 0.469 0.996 0.859
O 2.594 1.989 2.015 0.015 -0.265 0.040
Br 1.306 4.353 2.345 0.299 0.686 0.331
H -0.220 -3.542 -1.439 -0.404 1.645 -0.483
H 0.123 -2.820 -2.917 1.127 -0.342 -2.570
H -1.617 -2.875 -2.360 1.861 0.531 0.015
H -0.697 -0.512 -2.250 0.578 -0.812 0.399
H 0.696 -1.065 -1.234 0.318 -0.352 -1.098
H -2.068 -1.523 -0.337 0.404 0.368 0.304
H -0.510 -1.603 0.546 0.121 -1.401 0.285
H -1.723 0.354 1.068 1.096 0.301 -0.523
H -1.393 1.038 -0.571 0.867 -1.428 1.421
H 0.721 0.124 1.623 -0.430 1.532 -1.998
H 1.201 0.501 -0.090 -0.265 0.335 0.128
H 2.922 1.933 2.963 -1.338 0.233 -1.347
```
Forces are in eV/Å.

Output
2S+1: 1
Structure (SMILES): CCCCCC(=O)N(O)Br
Net charge: 0
Molar mass: 210.071 g/mol
E_HOMO: -9.6 eV
E_LUMO: 0.0140 Ha
Frontier orbital gap: 9.9583 eV
Relative energy (zero: lowest compared OMol25 entry of this formula, charge and spin): 258.9 kJ/mol

***

(3)
Formula: C6H12CdO14S2
Source: the Open Molecules 2025 dataset
Level of theory: ωB97M-V/def2-TZVPD

XYZ file:
```
35
Properties=species:S:1:pos:R:3:forces:R:3
Cd -13.894 8.783 3.168 -2.555 -1.769 0.793
S -12.049 10.201 1.996 1.698 2.250 -1.245
O -12.704 10.312 3.305 2.295 4.449 2.226
O -10.617 9.947 2.214 0.204 -0.603 -0.450
O -12.788 9.029 1.468 1.285 -1.410 -3.744
O -12.269 11.363 1.128 0.160 -0.255 0.279
S -15.956 9.713 4.658 -1.939 -0.583 0.504
O -15.841 11.024 5.238 0.197 0.961 0.568
O -17.278 9.104 4.997 0.575 0.195 -0.643
O -15.683 9.752 3.186 -3.343 1.431 -1.058
O -14.878 8.778 5.070 0.363 -1.009 2.586
C -11.083 6.507 1.698 -0.804 0.606 -1.964
O -10.717 6.280 3.034 0.550 -0.736 0.466
C -11.496 6.769 3.988 0.195 0.281 -0.569
O -12.508 7.386 3.823 1.337 -2.254 1.271
O -10.939 6.452 5.147 1.048 0.489 0.679
C -11.737 6.272 6.311 -0.622 -1.231 -0.281
H -12.147 6.360 1.498 -0.096 0.392 0.563
H -10.633 5.807 0.988 0.668 -0.327 0.789
H -10.802 7.509 1.371 -0.209 0.111 0.319
H -11.085 5.868 7.085 0.213 0.014 -0.226
H -12.407 5.473 5.974 -0.473 0.186 0.797
H -12.291 7.093 6.764 0.081 0.472 -0.819
C -17.444 6.792 2.977 -0.459 0.831 0.542
O -16.674 5.709 2.437 0.758 -0.192 -0.540
C -15.420 6.044 2.090 -1.835 0.306 0.196
O -14.902 7.097 2.288 -0.481 -1.446 -0.659
O -14.817 5.095 1.417 1.637 -0.991 -0.744
C -15.421 3.916 0.938 -0.651 -0.202 -0.210
H -18.469 6.645 2.636 0.034 -0.183 0.175
H -17.103 7.777 2.651 0.225 -0.182 -0.115
H -17.358 6.817 4.063 -0.130 -0.058 -0.063
H -15.765 3.267 1.742 -0.086 0.094 0.088
H -14.698 3.371 0.334 0.373 0.212 0.243
H -16.243 4.135 0.255 -0.212 0.149 0.245
```
Forces are in eV/Å.

Output
2S+1: 1
Net charge: -2
Molar mass: 484.694 g/mol
E_HOMO: -1.4 eV
E_LUMO: 0.1510 Ha
Frontier orbital gap: 5.5361 eV
Relative energy (zero: lowest compared OMol25 entry of this formula, charge and spin): 0.0 kJ/mol

***

(4)
Formula: C6H12Cl
Source: the Open Molecules 2025 dataset
Level of theory: ωB97M-V/def2-TZVPD

XYZ file:
```
19
Properties=species:S:1:pos:R:3:forces:R:3
Cl 4.169 -0.963 2.127 -0.019 -0.001 -0.032
H 0.243 -0.713 0.997 -0.570 -0.044 -0.104
C -0.134 -0.523 -0.022 0.652 0.243 -0.565
C -0.269 -1.832 -0.804 0.120 -0.054 0.252
C -1.493 0.197 -0.066 0.416 -0.318 0.093
C -1.567 1.499 0.702 -0.126 0.012 -0.128
C 0.948 0.339 -0.676 -0.177 -0.365 0.289
C 2.018 0.776 -0.008 0.198 -0.146 0.071
H 0.682 -2.369 -0.752 -0.205 -0.154 -0.203
H -1.071 -2.453 -0.385 0.207 0.027 -0.041
H -0.530 -1.628 -1.852 0.167 -0.064 0.193
H -1.712 0.370 -1.125 -0.101 0.035 0.021
H -2.250 -0.506 0.295 -0.024 0.052 0.015
H -2.590 1.881 0.628 0.171 0.163 0.170
H -1.316 1.339 1.755 -0.034 0.134 -0.078
H -0.880 2.233 0.273 -0.098 -0.019 0.191
H 0.754 0.497 -1.745 0.251 0.557 0.372
H 2.790 1.481 -0.340 -0.434 -0.498 -0.346
H 2.208 0.376 1.000 -0.393 0.438 -0.171
```
Forces are in eV/Å.

Output
2S+1: 2
Net charge: 0
<S²>: 0.752
Molar mass: 119.615 g/mol
E_HOMO (alpha / beta): -9.7 / -9.7 eV
E_LUMO (alpha / beta): 0.0446 / -0.1470 Ha
Frontier orbital gap (alpha / beta): 10.9116 / 5.6820 eV
Relative energy (zero: lowest compared OMol25 entry of this formula, charge and spin): 91.9 kJ/mol

***

(5)
Formula: C6H12Cl
Source: the Open Molecules 2025 dataset
Level of theory: ωB97M-V/def2-TZVPD

XYZ file:
```
19
Properties=species:S:1:pos:R:3:forces:R:3
Cl 2.058 -2.518 0.000 0.954 -1.026 0.003
H 0.642 -2.279 0.001 -0.269 0.000 0.004
C -0.330 -1.304 -0.002 -0.537 1.907 0.143
C 0.043 -0.577 -1.276 1.173 -0.514 -0.275
C -0.345 0.894 -1.289 -1.225 0.460 0.683
C 0.077 1.635 0.003 0.428 -0.719 -0.204
C -0.347 0.899 1.286 -1.175 0.280 -0.582
C 0.040 -0.572 1.278 1.280 -0.707 0.280
H -1.347 -1.680 0.003 -0.019 -0.600 -0.023
H 1.145 -0.693 -1.404 -0.727 0.377 0.033
H -0.401 -1.086 -2.127 -0.093 -0.058 -0.160
H 0.040 1.411 -2.173 0.116 -0.204 0.113
H -1.456 0.943 -1.381 0.558 0.085 0.107
H 1.174 1.706 -0.001 -0.134 0.110 0.023
H -0.325 2.643 -0.002 -0.014 0.180 0.010
H 0.039 1.413 2.169 0.132 -0.150 -0.024
H -1.455 0.944 1.379 0.455 0.121 -0.104
H -0.402 -1.087 2.133 -0.038 0.046 0.010
H 1.148 -0.692 1.403 -0.865 0.411 -0.036
```
Forces are in eV/Å.

Output
2S+1: 2
Net charge: 0
<S²>: 0.755
Molar mass: 119.615 g/mol
E_HOMO (alpha / beta): -9.1 / -10.5 eV
E_LUMO (alpha / beta): 0.0381 / -0.0660 Ha
Frontier orbital gap (alpha / beta): 10.1494 / 8.7390 eV
Relative energy (zero: lowest compared OMol25 entry of this formula, charge and spin): 27.1 kJ/mol

***

(6)
Formula: C6H12Cl2N2O
Source: the Open Molecules 2025 dataset
Level of theory: ωB97M-V/def2-TZVPD

XYZ file:
```
23
Properties=species:S:1:pos:R:3:forces:R:3
C -1.586 -1.116 -2.150 0.473 1.056 -0.347
C 0.772 -1.143 -2.663 -0.629 1.408 0.686
C 1.806 2.401 0.819 0.359 -0.971 0.939
C 0.841 0.756 2.519 3.040 -0.913 -0.433
C -0.211 -1.093 -1.466 -1.499 -0.635 -1.631
C 0.788 1.376 1.144 -3.289 -0.648 -0.793
N -0.136 0.015 -0.652 -6.108 0.034 -5.743
N 0.770 0.252 0.154 1.814 4.579 5.320
O 1.724 -0.485 0.284 5.079 -3.620 0.200
Cl -0.053 -2.673 -0.573 0.074 -0.470 0.351
Cl -0.951 2.161 1.006 1.230 -0.475 0.206
H -2.387 -1.276 -1.536 -1.800 -0.333 2.478
H -1.722 -1.917 -2.824 0.619 -0.905 -1.121
H -1.866 -0.183 -2.634 0.672 0.196 -0.222
H 1.695 -0.914 -2.219 1.740 0.139 -0.038
H 0.502 -0.431 -3.459 0.077 -0.078 0.557
H 0.733 -2.117 -3.052 0.119 -1.247 -0.485
H 2.510 1.899 0.228 1.225 -0.556 -1.146
H 1.462 3.256 0.332 -0.684 1.261 -0.689
H 2.339 2.620 1.712 0.338 0.723 0.852
H 1.950 0.522 2.817 -1.986 0.298 -0.663
H 0.252 -0.152 2.598 -0.163 0.104 0.035
H 0.516 1.530 3.128 -0.702 1.054 1.688
```
Forces are in eV/Å.

Output
2S+1: 3
Net charge: 0
<S²>: 2.008
Molar mass: 199.081 g/mol
E_HOMO (alpha / beta): -6.9 / -9.9 eV
E_LUMO (alpha / beta): 0.0290 / -0.0944 Ha
Frontier orbital gap (alpha / beta): 7.7047 / 7.3769 eV
Relative energy (zero: lowest compared OMol25 entry of this formula, charge and spin): 0.0 kJ/mol

***

(7)
Formula: C6H12ClN
Source: the Open Molecules 2025 dataset
Level of theory: ωB97M-V/def2-TZVPD

XYZ file:
```
20
Properties=species:S:1:pos:R:3:forces:R:3
N -0.317 -1.128 1.617 0.084 -0.704 0.010
C -1.231 -1.187 0.760 -1.369 -0.445 0.354
C -2.695 -1.126 0.470 3.006 1.823 -2.551
C -1.682 -1.906 -0.428 1.314 0.320 -2.165
H -0.546 -0.686 2.504 -0.458 0.210 -0.161
H -3.011 -0.236 -0.088 -0.123 -0.319 0.529
H -3.340 -1.537 1.123 -2.196 -1.538 1.937
H -1.477 -2.988 -0.517 -0.606 0.526 0.561
H -1.496 -1.443 -1.476 -0.473 -0.513 1.979
C 1.965 1.708 0.469 2.314 6.626 0.343
C 1.459 0.625 0.078 -1.955 -3.916 -0.287
C 1.917 0.117 -1.245 3.396 -0.008 1.921
H 1.831 2.242 1.391 -0.491 -0.318 0.735
H 2.391 2.459 -0.271 0.452 -1.347 0.721
H 0.658 0.163 0.739 2.023 0.067 -1.361
H 2.261 0.916 -1.849 -0.358 0.931 -0.999
H 1.322 -0.565 -1.664 -2.830 -2.143 -2.112
H 2.895 -0.482 -1.204 -1.089 0.626 0.756
Cl -1.024 2.371 -0.483 -0.003 0.461 0.134
H 0.120 2.681 0.074 -0.636 -0.339 -0.345
```
Forces are in eV/Å.

Output
2S+1: 1
Structure (SMILES): N=C1CC1.C=CC.Cl
Net charge: 0
Molar mass: 133.622 g/mol
E_HOMO: -9.2 eV
E_LUMO: 0.0328 Ha
Frontier orbital gap: 10.0526 eV
Relative energy (zero: lowest compared OMol25 entry of this formula, charge and spin): 459.6 kJ/mol

***

(8)
Formula: C6H12ClNO2S2
Source: the Open Molecules 2025 dataset
Level of theory: ωB97M-V/def2-TZVPD

XYZ file:
```
24
Properties=species:S:1:pos:R:3:forces:R:3
C 2.607 0.432 2.133 -2.393 -0.672 0.109
C 2.478 -0.280 0.794 -2.558 -0.219 1.482
C 0.999 -0.048 0.323 -0.357 -0.946 1.094
C 0.795 -0.438 -1.185 2.462 1.866 1.362
C -0.574 -0.728 -1.602 -1.448 0.840 -2.567
S -1.707 0.620 -1.381 -1.386 2.275 0.755
N -1.648 1.366 -0.067 0.292 0.002 -1.404
O -1.913 1.373 -2.597 0.661 -0.827 1.226
O -3.230 -0.264 -1.304 1.195 -0.544 -1.806
C -3.840 -0.311 -0.170 -0.736 0.721 1.417
S -3.685 -1.407 0.993 0.107 -0.415 0.058
Cl -4.832 1.114 0.063 -0.281 -0.170 -0.042
H 1.760 0.087 2.834 1.429 0.695 -0.830
H 2.641 1.512 2.049 -0.490 0.214 -0.184
H 3.532 0.173 2.491 2.191 -0.727 1.609
H 3.237 0.059 0.193 1.365 1.626 -2.163
H 2.813 -1.325 0.848 -0.923 -0.203 0.404
H 0.314 -0.649 1.050 1.104 0.510 -1.272
H 0.674 1.019 0.578 0.847 -1.319 -0.858
H 1.494 -1.249 -1.452 -0.562 0.069 0.163
H 1.223 0.464 -1.643 -0.269 -0.305 -0.674
H -0.773 -0.899 -2.706 0.602 -0.377 1.279
H -0.987 -1.454 -0.985 -0.896 -1.861 0.852
H -1.377 0.832 0.745 0.044 -0.234 -0.010
```
Forces are in eV/Å.

Output
2S+1: 1
Structure (SMILES): CCCCC[S@@](=N)(=O)OC(=S)Cl
Net charge: 0
Molar mass: 229.754 g/mol
E_HOMO: -9.3 eV
E_LUMO: -0.0241 Ha
Frontier orbital gap: 8.6720 eV
Relative energy (zero: lowest compared OMol25 entry of this formula, charge and spin): 145.8 kJ/mol

***

(9)
Formula: C6H12F3O5P
Source: the Open Molecules 2025 dataset
Level of theory: ωB97M-V/def2-TZVPD

XYZ file:
```
27
Properties=species:S:1:pos:R:3:forces:R:3
O 5.556 0.206 0.782 -0.039 0.041 -0.058
P 4.857 0.608 -0.437 0.055 -0.132 -0.045
O 3.389 -0.046 -0.707 -0.305 0.039 0.202
C 3.124 -1.362 -0.372 0.159 0.316 -0.020
O 3.930 -2.224 -0.462 0.079 -0.124 0.100
O 1.879 -1.494 0.082 -0.005 -0.416 -0.143
C 0.821 -1.061 -0.791 -0.176 0.231 -0.086
C 0.281 0.294 -0.352 0.081 0.109 0.149
C -0.506 0.975 -1.445 -0.113 -0.084 0.023
F -1.445 1.796 -0.944 0.086 0.099 -0.051
F 0.277 1.717 -2.250 0.045 -0.044 -0.034
F -1.143 0.088 -2.237 -0.055 0.000 -0.002
H 4.454 1.945 -0.500 -0.006 0.042 -0.097
H 5.502 0.359 -1.654 0.111 -0.020 0.025
H 1.171 -1.036 -1.826 0.066 0.030 0.074
H 0.049 -1.824 -0.716 0.040 0.045 0.018
H 1.107 0.954 -0.087 -0.052 -0.025 -0.010
H -0.372 0.185 0.514 0.057 -0.109 -0.067
C -4.308 0.190 2.113 0.033 -0.135 0.021
C -3.175 0.258 1.110 -0.021 0.038 0.034
O -2.547 -1.005 0.894 -0.006 -0.005 -0.033
H -3.951 -0.202 3.066 -0.003 0.017 0.004
H -4.736 1.179 2.280 0.005 0.009 -0.015
H -5.105 -0.466 1.755 -0.014 0.023 -0.004
H -2.382 0.909 1.477 -0.040 0.045 0.004
H -3.525 0.673 0.160 -0.004 0.005 0.001
H -3.204 -1.616 0.546 0.022 0.005 0.011
```
Forces are in eV/Å.

Output
2S+1: 1
Structure (SMILES): O=[PH2]OC(=O)OCCC(F)(F)F.CCO
Net charge: 0
Molar mass: 252.125 g/mol
E_HOMO: -10.8 eV
E_LUMO: 0.0233 Ha
Frontier orbital gap: 11.4180 eV

***

(10)
Formula: C6H12FN
Source: the Open Molecules 2025 dataset
Level of theory: ωB97M-V/def2-TZVPD

XYZ file:
```
20
Properties=species:S:1:pos:R:3:forces:R:3
C -1.439 -0.384 1.057 0.541 2.271 3.847
C -1.231 -0.237 -0.412 0.531 -4.769 -1.291
F -2.549 0.107 -0.760 0.582 0.177 -1.673
C -0.035 0.515 -1.050 -2.990 0.062 3.344
C 0.307 1.742 -0.243 -0.269 1.983 -2.353
C 1.270 0.829 0.534 -4.302 -0.821 1.435
N 1.135 -0.086 -0.544 0.673 -2.023 -1.945
C 1.240 -1.523 -0.498 2.243 -0.119 4.915
H -2.003 0.693 1.153 1.538 -2.322 1.105
H -2.226 -1.140 1.493 1.691 1.124 -1.510
H -0.375 -0.431 1.751 -3.925 -0.187 -1.920
H -0.888 -1.327 -0.851 -2.125 2.139 0.627
H -0.254 0.505 -2.060 0.088 0.350 -2.341
H -0.554 2.118 0.298 0.187 0.583 0.004
H 0.694 2.469 -1.085 -0.101 -0.782 2.504
H 0.722 0.433 1.519 2.046 1.452 -1.843
H 2.162 1.246 0.678 3.937 1.131 0.959
H 0.499 -2.065 0.320 1.389 0.953 -2.465
H 2.255 -1.525 0.231 -1.933 -1.089 -2.586
H 1.272 -1.937 -1.533 0.199 -0.112 1.189
```
Forces are in eV/Å.

Output
2S+1: 1
Structure (SMILES): C[C@@H](F)[C@H]1CCN1C
Net charge: 0
Molar mass: 117.167 g/mol
E_HOMO: -8.4 eV
E_LUMO: 0.0369 Ha
Frontier orbital gap: 9.4003 eV
Relative energy (zero: lowest compared OMol25 entry of this formula, charge and spin): 487.0 kJ/mol

***

(11)
Formula: C6H12FN
Source: the Open Molecules 2025 dataset
Level of theory: ωB97M-V/def2-TZVPD

XYZ file:
```
20
Properties=species:S:1:pos:R:3:forces:R:3
C 2.413 -0.062 -0.373 0.663 -0.177 1.015
N 1.308 -0.985 -0.377 0.301 -0.099 -1.288
C 0.122 -0.558 0.275 -0.178 -0.928 1.538
C -1.078 -1.518 0.246 -0.028 -2.282 -0.232
C -1.981 -0.266 0.169 0.749 -1.407 -0.601
F -3.010 -0.393 -0.736 -0.567 0.404 0.274
C -0.766 0.524 -0.329 0.568 0.763 0.191
C -0.536 1.943 0.102 0.294 0.769 1.553
H 2.831 0.102 0.642 -0.121 0.026 -0.129
H 2.108 0.907 -0.722 -0.138 0.419 -0.439
H 3.242 -0.439 -0.975 -0.222 0.078 -0.163
H 1.631 -1.899 -0.113 -0.285 -0.238 0.237
H 0.292 -0.365 1.329 0.303 0.691 0.567
H -1.329 -2.301 1.062 0.777 1.472 -0.986
H -0.901 -2.132 -0.698 -1.025 1.023 0.757
H -2.334 -0.035 1.201 -0.048 0.316 -0.937
H -0.605 0.531 -1.402 -0.650 -0.669 -0.368
H 0.351 2.366 -0.404 -0.362 -0.127 0.355
H -1.388 2.595 -0.127 0.103 -0.138 -0.020
H -0.371 1.986 1.229 -0.134 0.102 -1.325
```
Forces are in eV/Å.

Output
2S+1: 1
Structure (SMILES): CN[C@@H]1C[C@H](F)[C@H]1C
Net charge: 0
Molar mass: 117.167 g/mol
E_HOMO: -8.7 eV
E_LUMO: 0.0405 Ha
Frontier orbital gap: 9.8252 eV
Relative energy (zero: lowest compared OMol25 entry of this formula, charge and spin): 118.1 kJ/mol